No. 1
ORCA calculation (the ωB97M-V functional and the def2-TZVPD basis) on a structure of composition C22H34AuNOP3.

Cartesian coordinates (Å):
C1 -0.23082 -2.44843 3.70783
C2 0.43595 -1.98140 2.58611
C3 0.36398 -2.74990 1.36907
C4 -0.43661 -3.95716 1.32248
C5 -1.09750 -4.39481 2.51339
C6 -0.98533 -3.65950 3.67605
C7 -0.52941 -4.62343 0.08693
C8 0.11455 -4.10722 -1.05239
C9 0.90418 -2.90425 -0.88207
C10 1.56232 -2.30703 -2.01654
C11 1.42696 -2.91064 -3.25679
C12 0.66462 -4.10552 -3.42420
C13 0.02144 -4.69384 -2.35387
H1 -0.18859 -1.87268 4.63927
H2 -1.69911 -5.30984 2.48261
H3 -1.49267 -3.99363 4.58720
H4 -1.12351 -5.54138 0.00739
H5 1.91276 -2.46219 -4.13087
H6 0.58725 -4.55088 -4.42149
H7 -0.57555 -5.60275 -2.48666
N1 1.03175 -2.28452 0.30178
Au1 -0.81510 0.63923 -0.37555
C14 1.15923 -0.66669 2.54546
H8 2.04703 -0.74033 1.89695
H9 1.45846 -0.34535 3.55866
C15 2.29567 -1.02048 -1.79325
H10 2.81442 -1.04796 -0.82127
H11 3.02504 -0.82651 -2.59939
P1 0.09393 0.71446 1.82421
P2 1.13872 0.47671 -1.71051
C16 0.79381 0.67722 -3.52383
H12 0.24057 1.61816 -3.68093
H13 1.71941 0.68682 -4.12735
H14 0.14759 -0.15412 -3.85108
C17 2.43839 1.79178 -1.47229
H15 3.22481 1.74069 -2.24661
H16 1.96187 2.78638 -1.50675
H17 2.90309 1.66457 -0.47996
C18 -1.19360 0.85465 3.14418
H18 -0.74770 0.91225 4.15373
H19 -1.79604 1.75564 2.94557
H20 -1.85854 -0.02105 3.07498
C19 1.17202 2.17462 2.23460
H21 0.64835 3.10235 1.94733
H22 1.41095 2.21403 3.31232
H23 2.10867 2.11261 1.65702
H24 -0.97606 -0.89960 -0.21931
H25 -2.20500 0.82006 0.49131
C20 -0.43747 5.14206 -0.91560
P3 -1.42468 3.62160 -0.51505
C21 -2.22803 3.71988 1.15470
C22 -2.67243 3.27843 -1.84831
O1 -0.40388 2.44606 -0.62442
H26 0.35232 5.28320 -0.14883
H27 -1.10890 6.02490 -0.92445
H28 0.03168 5.02503 -1.91408
H29 -2.91751 4.58884 1.16109
H30 -2.83273 2.81346 1.33491
H31 -1.47117 3.87032 1.94628
H32 -2.15748 3.20069 -2.82781
H33 -3.19282 2.32350 -1.62905
H34 -3.41357 4.10289 -1.88284

Atomic forces in eV per Å
-1.342 -1.498 1.058
0.182 -0.403 -1.977
-0.803 -0.271 1.685
-0.084 0.571 1.696
0.553 -0.121 -2.078
0.867 1.995 1.138
-0.646 -1.056 0.032
0.791 0.454 -1.741
-0.019 -0.609 -1.929
-0.886 -0.428 1.714
-0.717 -1.434 -1.197
1.271 1.668 -0.755
-0.356 0.198 1.997
-0.003 -0.281 -0.333
0.268 0.353 0.003
0.238 0.166 -0.367
0.219 0.394 0.024
-0.174 -0.231 0.314
0.064 0.209 0.410
0.259 0.355 0.071
0.431 0.501 0.189
-1.156 -5.739 -0.002
0.006 0.281 0.250
-0.298 0.039 0.262
-0.053 -0.188 -0.321
-0.282 0.283 0.301
-0.124 -0.006 -0.370
-0.346 0.044 0.305
1.895 -0.157 3.349
1.800 -0.765 -2.097
-0.318 0.039 0.221
0.214 -0.329 0.021
-0.363 0.013 0.371
0.254 0.297 0.122
-0.507 0.153 0.424
-0.487 -0.190 0.291
0.234 -0.431 0.031
-0.145 0.061 -0.391
0.030 -0.012 -0.175
-0.212 -0.005 -0.447
0.210 -0.383 0.238
0.210 0.289 0.085
-0.104 -0.088 0.104
0.296 -0.326 0.109
-0.084 0.008 -0.439
-0.350 0.056 0.221
-0.689 0.010 -0.334
-0.076 -0.390 -1.016
-0.700 -0.210 0.342
0.581 -0.746 -1.051
-0.079 0.552 -0.743
-0.121 0.700 0.645
0.002 7.229 -0.332
-0.504 -0.138 -0.417
0.447 -0.420 0.000
-0.363 -0.069 0.603
0.379 -0.381 -0.028
0.432 0.358 -0.184
-0.327 -0.148 -0.472
-0.154 0.083 0.680
0.411 0.557 -0.020
0.328 -0.464 -0.088

Results
E = -58454.4859 eV
E_HOMO (spin up / spin down) = -0.287 / -0.363 Ha
LUMO (spin up / spin down) = -2.17 / -5.19 eV
gap between HOMO and LUMO (spin up / spin down) = 5.62 / 4.68 eV
total charge = +1
2S+1 = 3


No. 2
ORCA calculation (the ωB97M-V functional and the def2-TZVPD basis) on a cluster of 7 separate species, C22H34Br14F3NOPS in total.

Cartesian coordinates (Å):
C1 -1.57907 -8.92030 2.25724
C2 -1.01726 -7.63354 1.37060
Br1 -1.81973 -5.83279 1.89585
C3 0.00907 -7.77161 0.26176
Br2 0.77109 -9.58473 -0.24974
C4 0.53773 -6.41859 -0.52531
C5 -0.40558 -5.34086 -1.32316
C6 0.21118 -3.98946 -2.04053
P1 -0.88072 -2.69879 -2.93960
S1 -1.45302 -1.36430 -1.63057
C7 1.85489 -3.78412 -1.91298
C8 2.63236 -2.46217 -2.52996
O1 3.40751 -1.79129 -1.47542
C9 2.60819 -0.80948 -0.72665
F1 3.57307 -0.10269 0.19673
F2 1.59870 -1.43952 0.20237
F3 1.99510 0.26026 -1.55503
C10 2.72444 -4.94823 -1.12496
N1 2.05909 -6.16604 -0.49437
H1 -1.13054 -8.75647 3.35139
H2 -1.29092 -9.96324 1.81201
H3 -2.75190 -8.75178 2.35521
H4 -1.57042 -5.54955 -1.35410
H5 -0.11503 -2.05505 -4.00439
H6 -2.07422 -3.23324 -3.54425
H7 3.42462 -2.81524 -3.35049
H8 1.87198 -1.77718 -3.10114
H9 3.89286 -4.84632 -1.03837
H10 2.68322 -6.85228 -0.01057
Br3 0.65389 5.54926 0.84735
C11 0.90152 3.62049 1.00282
C12 0.98299 2.96806 -0.35779
Br4 -0.78196 2.81438 -1.17345
H11 0.08183 3.24185 1.61845
H12 1.84430 3.49858 1.54553
H13 1.34648 1.93987 -0.27018
H14 1.61494 3.51362 -1.06395
Br5 2.66045 6.05332 5.68715
C13 1.06219 6.44948 4.64107
C14 -0.17560 5.88397 5.29804
Br6 -0.30419 3.95771 5.02067
H15 1.23560 6.06237 3.63393
H16 1.01253 7.54231 4.60220
H17 -1.07812 6.29843 4.83908
H18 -0.21075 6.05441 6.37757
Br7 -2.97259 0.88178 -4.02890
C15 -3.48678 2.61276 -4.76710
C16 -4.53677 3.28235 -3.91111
Br8 -6.29349 2.48444 -4.19617
H19 -3.81109 2.43762 -5.79589
H20 -2.56439 3.20213 -4.77668
H21 -4.65187 4.33268 -4.19487
H22 -4.32778 3.22047 -2.83958
Br9 4.63334 -8.90131 0.74419
C17 4.56552 -8.77124 2.68948
C18 3.36818 -9.50664 3.24544
Br10 1.72789 -8.48475 2.98244
H23 4.57699 -7.70735 2.93902
H24 5.49583 -9.23170 3.03696
H25 3.45885 -9.62526 4.32926
H26 3.21032 -10.48748 2.78859
Br11 -2.07571 8.52588 2.54497
C19 -3.72831 7.53058 2.25523
C20 -4.70402 7.74872 3.38835
Br12 -4.19730 6.71731 4.96423
H27 -3.45002 6.48295 2.11638
H28 -4.13403 7.92184 1.31685
H29 -5.69814 7.38207 3.11586
H30 -4.77976 8.79374 3.70119
Br13 1.57830 4.21361 -3.79864
C21 1.06411 5.94460 -4.53684
C22 0.01411 6.61418 -3.68084
Br14 -1.74260 5.81628 -3.96591
H31 0.73980 5.76945 -5.56562
H32 1.98650 6.53397 -4.54642
H33 -0.10098 7.66451 -3.96461
H34 0.22311 6.55230 -2.60932

Atomic forces in eV per Å
-0.197 1.809 0.377
2.463 -1.682 -2.792
1.228 -2.350 -0.778
-2.741 2.351 2.355
-0.981 2.531 0.455
0.906 2.041 -1.216
3.223 0.315 0.337
3.406 -4.129 2.072
-0.459 1.487 1.204
0.478 -0.616 -0.272
-1.424 -3.181 1.640
-0.281 -1.577 -1.024
-3.609 2.454 0.905
1.129 1.268 2.103
-3.432 -2.556 -3.394
3.265 2.223 -3.687
1.850 -4.219 2.710
-3.796 0.535 -0.704
-2.515 3.499 -2.342
-0.964 -0.544 -2.464
-0.513 2.275 0.790
2.557 -0.563 -0.358
2.813 0.440 0.130
-0.330 -1.234 0.538
1.200 -0.566 -0.003
-1.667 0.736 2.074
1.470 -1.132 1.502
-2.646 -0.430 -0.068
-0.722 0.521 -0.435
-0.125 -0.061 -0.003
0.252 0.052 0.088
-0.084 -0.250 0.085
0.103 -0.009 -0.007
0.162 0.083 -0.198
-0.174 -0.009 -0.140
-0.123 0.352 0.111
-0.174 -0.049 0.246
-0.018 -0.045 -0.104
0.093 0.225 0.115
-0.206 0.080 -0.185
0.012 0.024 0.051
-0.141 0.056 0.285
-0.083 -0.233 0.025
0.192 -0.028 0.036
0.109 -0.046 -0.284
-0.032 0.041 -0.024
0.290 0.068 -0.034
-0.166 0.122 -0.100
0.095 0.014 0.098
-0.048 0.070 0.287
-0.210 -0.113 0.064
0.086 -0.194 0.009
0.040 -0.041 -0.295
-0.098 0.228 -0.040
0.206 -0.131 0.093
-0.062 0.028 0.304
0.420 -0.025 0.167
-0.082 -0.282 -0.016
-0.228 0.059 -0.070
0.064 0.045 -0.224
0.092 0.280 0.044
0.001 -0.143 0.012
0.001 0.185 -0.225
-0.180 -0.170 0.067
0.011 0.111 -0.046
-0.099 0.227 0.126
0.033 -0.065 0.227
0.217 0.059 -0.009
0.106 -0.259 -0.143
-0.037 0.048 -0.230
0.288 0.064 0.080
-0.104 0.187 -0.072
0.078 0.055 0.105
-0.013 0.054 0.287
-0.235 -0.070 0.041
0.061 -0.216 0.005
-0.003 -0.084 -0.268

Results
E = -1035757.3464 eV
E_HOMO = -0.404 Ha
LUMO = -5.21 eV
gap between HOMO and LUMO = 5.77 eV
total charge = +1


No. 3
ORCA calculation (the ωB97M-V functional and the def2-TZVPD basis) on a cluster of 4 separate species, C22H34Br2F9N2O8 in total.

Cartesian coordinates (Å):
C1 3.95352 -2.44576 0.83909
C2 3.16815 -1.55194 -0.31643
Br1 4.23627 -1.18096 -2.01341
C3 1.77484 -1.07238 -0.08812
Br2 0.86233 -1.49014 1.68473
N1 1.00354 -0.28629 -1.14624
C4 1.12824 1.22706 -0.91152
C5 0.27450 2.12890 -1.99516
O1 -1.13740 1.65313 -2.17195
C6 -1.07495 0.22032 -2.51419
C7 -0.48433 -0.60145 -1.18248
C8 -0.84366 -2.18015 -1.44004
C9 -2.10926 -2.56634 -0.41742
O2 -1.87204 -3.89333 0.22906
C10 -3.51040 -2.49504 -1.27564
N2 -3.63871 -3.61885 -2.28149
H1 4.30279 -1.81073 1.75874
H2 3.18200 -3.25619 1.25463
H3 4.84048 -3.08831 0.36971
H4 1.37070 -0.53266 -2.11460
H5 0.69362 1.51500 0.15959
H6 2.26707 1.57922 -0.92032
H7 0.16121 3.20816 -1.49816
H8 0.81549 2.22600 -3.05474
H9 -0.31023 0.13075 -3.42397
H10 -2.09022 -0.23125 -2.90446
H11 -1.02285 -0.12164 -0.25683
H12 0.00888 -2.93692 -1.17635
H13 -1.12974 -2.38572 -2.57341
H14 -2.22111 -1.80001 0.47124
H15 -2.59251 -4.00695 0.93134
H16 -4.39388 -2.58061 -0.47964
H17 -3.67030 -1.48241 -1.84641
H18 -3.28603 -4.52797 -1.90917
H19 -3.11317 -3.38352 -3.15218
C11 2.13765 4.25269 4.52895
C12 0.75285 3.63220 4.50328
O3 -0.11159 4.36205 3.61925
C13 0.00501 4.07076 2.28437
O4 0.79407 3.24559 1.83052
C14 -1.00292 4.87743 1.46648
F1 -1.04802 6.19066 1.83322
F2 -2.27370 4.40114 1.60434
F3 -0.73591 4.86752 0.13006
H20 2.07826 5.31593 4.78219
H21 2.77455 3.74843 5.26108
H22 2.61879 4.18621 3.54796
H23 0.30800 3.69050 5.50216
H24 0.78867 2.57188 4.22822
C15 -2.24494 -7.08069 0.85484
C16 -2.21685 -6.56255 2.28105
O5 -2.42108 -7.63577 3.21269
C17 -1.31985 -8.39856 3.50565
O6 -0.20829 -8.21153 3.01683
C18 -1.66436 -9.46671 4.54293
F4 -2.83420 -10.11168 4.26614
F5 -1.80796 -8.94023 5.79310
F6 -0.71321 -10.43733 4.64592
H25 -3.17087 -7.63242 0.66405
H26 -2.17007 -6.25534 0.14131
H27 -1.41824 -7.77393 0.66981
H28 -3.03830 -5.85360 2.42827
H29 -1.28608 -6.02667 2.49950
C19 -0.01543 6.77089 -2.27392
C20 0.36063 7.05288 -3.71697
O7 1.77844 7.24163 -3.84205
C21 2.53612 6.10042 -3.90469
O8 2.06884 4.96528 -3.85396
C22 4.01405 6.44389 -4.08737
F7 4.42925 7.44272 -3.25607
F8 4.28968 6.86601 -5.35488
F9 4.84107 5.38693 -3.85018
H30 0.36318 7.55985 -1.61639
H31 -1.10138 6.70635 -2.16213
H32 0.42445 5.83031 -1.92739
H33 -0.11372 7.98455 -4.04259
H34 0.01053 6.26129 -4.38932

Atomic forces in eV per Å
-0.714 -0.943 -0.437
-3.123 0.561 1.826
-1.783 -0.300 2.110
4.538 -1.880 -0.524
1.106 0.768 -2.567
0.219 -0.045 0.726
0.144 2.698 0.598
-0.214 0.703 0.160
2.111 -1.585 -0.192
1.102 0.247 -0.033
-2.564 -0.414 -2.013
-0.269 -0.709 1.281
-0.480 0.923 -0.277
-1.648 1.713 -0.186
-0.423 -0.806 0.801
0.897 0.849 0.412
-0.607 -0.998 -2.044
1.553 1.911 -0.967
-1.920 1.847 0.915
-0.090 0.254 1.455
0.979 -1.098 -2.252
-2.492 -1.084 -0.134
0.423 -2.468 -1.230
-1.144 -0.348 2.306
-1.399 -0.176 1.760
1.912 1.280 1.222
1.375 -1.148 -1.690
-1.324 1.661 -0.414
0.515 0.602 2.456
0.542 -1.180 -1.853
1.402 0.348 -1.494
1.789 0.145 -1.751
0.551 -1.852 1.276
-0.313 1.204 -0.326
-0.608 -0.426 1.095
0.126 0.194 -0.317
0.676 -0.361 0.677
-0.432 -0.192 -2.458
1.875 -1.599 1.980
-1.874 1.717 0.322
-1.834 1.770 -1.176
0.406 -1.429 -0.106
1.343 0.002 0.138
0.183 -0.387 1.295
-0.039 -0.191 0.108
-0.143 0.054 -0.072
-0.052 -0.107 0.157
-0.199 0.172 -0.376
-0.067 0.263 -0.189
0.076 -0.365 -0.155
0.170 0.339 -0.594
1.103 -1.077 0.859
1.292 2.116 -2.042
-2.529 -0.800 1.448
-0.539 -2.189 1.750
1.008 0.863 -0.141
0.233 0.051 -1.250
-0.720 1.350 -0.500
0.041 0.170 0.073
0.016 -0.113 0.146
-0.051 0.199 0.065
-0.042 -0.345 0.299
-0.053 -0.312 0.039
0.242 -0.156 0.189
-0.859 -0.056 0.178
1.666 -1.418 -0.328
-3.057 -0.750 0.211
1.517 2.246 -0.100
2.736 0.683 -0.253
-0.825 -0.928 -0.569
-0.759 -0.476 1.020
-1.291 0.712 -0.131
-0.144 -0.013 -0.140
0.137 0.036 -0.057
-0.115 0.098 -0.145
0.437 -0.077 -0.015
0.294 0.054 0.140

Results
E = -207255.8898 eV
E_HOMO = -0.437 Ha
LUMO = -3.76 eV
gap between HOMO and LUMO = 8.14 eV
total charge = +1


No. 4
ORCA calculation (the ωB97M-V functional and the def2-TZVPD basis) on a cluster of 2 separate species, C22H34BrN5O5P in total.

Cartesian coordinates (Å):
C1 1.02360 -0.37896 2.19449
C2 0.60864 0.98228 2.77082
C3 -0.04114 1.91713 1.75763
N1 -1.48824 1.68135 1.52246
N2 -1.72617 0.81907 0.44263
N3 -1.87704 -0.44979 0.79358
C4 -2.03866 -1.34591 -0.15248
N4 -2.14583 -2.64978 0.27365
C5 -2.04314 -1.00111 -1.55063
C6 -2.12217 -2.10867 -2.55385
C7 -0.86607 -3.03125 -2.59719
C8 -1.18126 -4.25330 -3.43956
O1 0.25460 -2.38973 -3.14186
C9 0.98040 -1.57279 -2.23091
C10 2.41619 -1.47033 -2.63876
C11 3.41337 -1.94263 -1.80374
C12 4.74796 -1.82245 -2.15825
C13 5.08851 -1.22841 -3.35922
C14 4.09404 -0.76223 -4.20383
C15 2.76385 -0.87945 -3.84508
C16 -1.99239 0.34819 -1.85158
P1 -2.16079 1.14444 -3.56337
O2 -3.59276 0.45671 -3.95109
Br1 -0.78781 0.00040 -4.86714
C17 -1.82457 1.29560 -0.79543
C18 -1.76565 2.77562 -0.99594
C19 -0.36354 3.38257 -1.23897
N5 0.60368 2.58307 -1.97938
H1 1.94145 -0.71853 2.67135
H2 1.23866 -0.31188 1.12536
H3 0.27657 -1.15154 2.36271
H4 1.50120 1.48715 3.13861
H5 -0.05550 0.84917 3.62518
H6 0.48125 1.83029 0.80390
H7 0.06289 2.95303 2.07828
H8 -1.87973 1.18690 2.31777
H9 -2.88324 -3.17330 -0.17942
H10 -2.21812 -2.71951 1.28048
H11 -2.96599 -2.76128 -2.30792
H12 -2.31840 -1.71853 -3.54403
H13 -0.65920 -3.35605 -1.57663
H14 -0.28939 -4.86647 -3.54009
H15 -1.49727 -3.95793 -4.44057
H16 -1.97969 -4.83678 -2.98379
H17 0.53761 -0.56679 -2.21121
H18 0.90738 -1.97886 -1.21567
H19 3.14014 -2.40222 -0.86134
H20 5.50954 -2.20219 -1.49195
H21 6.12818 -1.13385 -3.63768
H22 4.36455 -0.29185 -5.13878
H23 1.99772 -0.51037 -4.51564
H24 -4.09099 0.13355 -3.19296
H25 -2.17248 3.23515 -0.09496
H26 -2.43697 3.04407 -1.80702
H27 -0.52793 4.31611 -1.77863
H28 0.07793 3.64927 -0.28273
H29 1.35182 2.20785 -1.41850
H30 0.23041 1.87492 -2.59108
C20 -1.08589 2.23681 6.86181
C21 -0.29010 2.78593 8.03388
O3 0.85548 1.92679 8.04722
C22 1.02375 1.40408 6.81791
O4 1.96647 0.78713 6.44937
O5 -0.05361 1.68263 6.03505
H31 -1.63610 2.99661 6.31343
H32 -1.76447 1.43584 7.15892
H33 0.04422 3.81062 7.86716
H34 -0.80975 2.72437 8.98518

Atomic forces in eV per Å
0.150 0.016 0.189
0.066 -0.187 -0.352
0.270 0.049 0.166
-0.041 -0.118 -0.220
0.150 -0.133 -0.034
0.017 -0.033 -0.133
-0.003 0.126 -0.016
-0.397 0.274 0.013
-0.116 0.150 0.127
0.001 -0.125 0.102
-0.384 -0.062 -0.031
0.058 0.198 -0.172
0.236 -0.118 0.159
-0.157 0.152 0.007
-0.107 0.000 -0.003
-0.001 -0.045 0.172
-0.003 -0.083 0.132
0.146 -0.057 0.028
0.051 0.104 -0.103
0.004 0.095 -0.211
0.346 0.060 0.175
-0.369 -0.079 0.028
-0.018 0.111 -0.058
0.002 0.115 0.002
0.053 -0.225 -0.044
-0.206 0.133 0.346
0.241 -0.035 -0.389
-0.128 0.050 0.237
-0.018 -0.050 0.061
-0.054 -0.027 -0.063
-0.094 -0.001 -0.127
-0.039 0.064 0.119
0.096 0.090 0.135
-0.102 0.017 -0.054
-0.128 0.030 0.058
-0.041 0.054 0.055
0.220 -0.179 -0.132
0.066 -0.013 0.009
-0.067 0.050 0.084
0.033 -0.015 -0.118
0.191 -0.004 0.107
0.003 -0.065 0.063
-0.011 0.018 -0.033
0.004 -0.075 0.018
0.018 -0.030 -0.011
0.021 -0.095 0.027
0.035 -0.048 0.029
0.076 0.018 -0.008
0.045 0.018 -0.033
-0.027 -0.004 -0.058
0.001 -0.014 0.061
-0.094 -0.095 -0.063
-0.021 0.022 -0.008
0.076 -0.086 -0.145
-0.072 0.076 0.072
0.019 0.053 -0.008
-0.010 -0.111 0.001
0.070 0.045 -0.141
0.009 0.013 0.107
-0.074 0.055 -0.026
0.012 0.014 0.043
-0.003 -0.005 -0.032
0.055 -0.031 -0.037
-0.210 0.074 -0.031
0.081 0.004 -0.075
0.008 -0.001 0.022
-0.001 0.000 -0.018
0.065 -0.094 0.032

Results
E = -120378.5242 eV
E_HOMO = -0.419 Ha
LUMO = -4.33 eV
gap between HOMO and LUMO = 7.07 eV
total charge = +1